1.
Computed, not measured: a molecular structure, C42H35AsKN3O7S2 at a distorted geometry, with ωB97M-V with the def2-TZVPD basis set.

## Properties
Highest occupied orbital energy = -0.0647 Ha
F_max = 0.032 Eh/bohr
E_tot = -5944.69853 a.u.
Charge = -2
Energy above the lowest of the compared OMol25 structures with the same formula, charge and spin = 29.9 kJ/mol
Spin multiplicity = 1

```
91
Properties=species:S:1:pos:R:3:forces:R:3
K 0.1300 -0.0455 -0.4773 0.62 -0.01 0.23
O -2.4016 -0.3949 3.7318 0.03 -0.34 -0.12
C -1.7044 0.1903 2.8756 -0.55 0.79 1.02
O -0.4693 0.2320 2.7608 0.92 -0.41 -0.07
C -2.4415 1.0829 1.9051 -0.17 -0.49 -0.53
C -3.4499 1.9471 2.3028 -0.08 0.04 -0.19
C -4.0933 2.6853 1.3195 0.08 -0.06 -0.15
C -3.7223 2.5155 -0.0091 -0.13 0.10 0.20
C -2.6819 1.6415 -0.3140 -0.26 0.36 0.28
N -2.0599 0.9403 0.6313 -0.24 0.40 -0.06
C -2.2061 1.5583 -1.7587 -0.14 0.14 -0.58
O -3.1217 1.5115 -2.6136 0.28 -0.04 0.12
O -0.9638 1.5920 -1.9402 -0.58 0.10 -0.28
H -3.7214 2.0012 3.3477 0.01 0.00 0.01
H -4.8862 3.3774 1.5817 -0.01 0.02 0.00
H -4.2110 3.0447 -0.8159 0.01 -0.01 0.00
S 4.4948 -0.6258 -0.6625 -0.43 -0.56 -0.57
C 5.3313 0.5618 0.2407 0.44 0.44 0.01
C 6.6932 0.8534 -0.0447 -0.03 0.21 0.38
C 7.3669 1.9021 0.5655 -0.19 -0.35 -0.23
C 6.7100 2.6989 1.4936 -0.12 -0.01 0.02
C 5.3918 2.4009 1.8124 -0.09 -0.14 0.03
C 4.6867 1.3396 1.2270 0.32 0.46 0.25
As 2.8211 0.9303 1.8098 0.96 -0.09 0.16
C 3.0331 2.0552 3.4222 -0.47 -0.05 0.44
C 2.7657 3.4217 3.5157 -0.09 -0.07 0.12
C 2.9518 4.1089 4.7120 0.06 -0.16 -0.03
C 3.4168 3.4408 5.8391 -0.02 -0.04 -0.12
C 3.6866 2.0792 5.7611 0.00 0.08 -0.04
C 3.4877 1.3989 4.5668 -0.09 0.10 -0.07
C 1.9055 2.2606 0.7391 0.00 0.30 -0.28
C 0.6899 2.7922 1.1621 -0.17 0.11 -0.06
C 0.0546 3.7794 0.4137 0.15 -0.11 -0.13
C 0.6103 4.2144 -0.7858 0.12 -0.15 0.11
C 1.8094 3.6630 -1.2302 -0.25 -0.01 0.26
C 2.4539 2.6971 -0.4621 -0.01 0.18 -0.28
H 7.2110 0.2231 -0.7580 -0.08 0.02 -0.07
H 8.4019 2.1004 0.3069 0.02 -0.03 -0.01
H 7.2165 3.5299 1.9703 -0.03 0.02 0.02
H 4.8960 3.0127 2.5556 0.19 0.01 -0.12
H 2.4094 3.9581 2.6442 0.02 0.00 0.03
H 2.7339 5.1694 4.7623 0.00 0.01 -0.01
H 3.5596 3.9755 6.7705 0.00 0.00 0.02
H 4.0413 1.5461 6.6355 0.00 -0.01 0.00
H 3.6826 0.3336 4.5146 0.02 -0.03 0.03
H 0.2334 2.4140 2.0702 -0.01 0.01 -0.01
H -0.8967 4.1770 0.7488 0.00 -0.02 0.00
H 0.0945 4.9531 -1.3873 0.00 -0.01 0.00
H 2.2346 3.9755 -2.1756 0.02 0.01 -0.02
H 3.3937 2.2788 -0.8031 0.04 -0.03 0.01
O 6.0930 -0.4122 -3.9040 -0.09 -0.08 -0.56
C 5.2809 -0.7705 -4.9210 0.55 0.04 0.31
O 5.7520 -1.1029 -5.9800 -0.06 -0.02 -0.25
C 3.8381 -0.7597 -4.5940 -0.20 -0.20 -0.17
C 3.3141 0.1609 -3.7032 0.08 0.30 0.24
C 2.0258 0.0428 -3.2372 -0.23 0.15 0.02
C 1.2234 -1.0213 -3.6509 1.51 0.17 -0.64
C 1.7243 -1.9064 -4.6124 -0.13 -0.01 -0.01
C 3.0169 -1.7658 -5.0862 0.06 -0.14 -0.04
N 0.0571 -1.2508 -2.9875 -0.72 -0.22 0.73
C -1.0602 -1.3078 -3.5479 0.16 0.16 -0.85
C -2.2763 -1.5322 -2.7878 -0.68 -0.12 0.42
C -3.5049 -1.4993 -3.4223 -0.10 0.04 -0.36
C -4.6550 -1.6195 -2.6689 -0.19 -0.01 -0.12
C -4.5427 -1.7626 -1.3014 0.04 0.00 0.10
C -3.2694 -1.7898 -0.7499 0.26 0.01 -0.05
N -2.1566 -1.6940 -1.4748 -0.22 -0.02 0.58
H 5.5913 -0.4117 -3.0705 -0.10 0.05 0.68
H 3.9376 0.9561 -3.3139 -0.04 -0.01 0.00
H 1.6517 0.7644 -2.5202 -0.04 -0.05 -0.09
H 1.1105 -2.7456 -4.9189 0.02 0.00 -0.01
H 3.4330 -2.4773 -5.7902 -0.05 0.02 0.02
H -1.1844 -1.1361 -4.6251 0.04 0.00 0.01
H -3.5483 -1.3261 -4.4913 -0.02 -0.01 0.05
H -5.6289 -1.5685 -3.1400 0.01 0.01 -0.01
H -5.4132 -1.8235 -0.6626 0.00 0.00 0.01
H -3.1347 -1.8655 0.3248 0.04 -0.01 -0.01
O 0.7259 -2.0126 0.8548 0.63 -0.45 -0.20
S -0.4006 -2.3483 1.7553 -0.46 -0.56 0.55
C 0.3344 -2.6268 3.4016 -0.16 0.09 -0.01
C 0.8002 -4.0750 3.4526 0.02 0.08 0.01
C -0.3326 -4.8785 2.8245 -0.09 0.05 -0.04
C -0.6564 -4.1658 1.5142 0.06 0.03 0.05
H -0.4443 -2.3947 4.1338 0.01 0.00 -0.07
H 1.1127 -1.8717 3.4749 0.01 0.05 0.00
H 1.0121 -4.3985 4.4747 0.03 0.03 -0.01
H 1.7135 -4.1892 2.8612 -0.02 -0.01 0.03
H -1.2020 -4.8529 3.4892 0.01 -0.02 -0.01
H -0.0694 -5.9258 2.6631 0.00 -0.03 -0.02
H -1.6639 -4.3493 1.1393 0.02 0.03 0.01
H 0.0687 -4.4073 0.7349 -0.03 0.00 -0.02
```
Forces are in eV/Å.


2.
Computed, not measured: a molecular structure, C42H35B2F8MnN7O14 at a distorted geometry, with ωB97M-V with the def2-TZVPD basis set.

## Properties
Highest occupied orbital energy (alpha / beta) = -0.3391 / -0.3391 Ha
F_max = 0.149 Eh/bohr
E_tot = -5057.57094 a.u.
Energy above the lowest of the compared OMol25 structures with the same formula, charge and spin = 0.0 kJ/mol
Spin multiplicity = 6

```
109
Properties=species:S:1:pos:R:3:forces:R:3
Mn 1.1518 2.6661 -0.1985 0.09 0.41 0.36
B -0.1218 0.5075 -0.0535 0.09 -2.41 0.90
F -0.0954 1.4258 1.0982 -0.08 -0.20 -1.12
F 1.1405 -0.1765 -0.0306 -1.55 0.80 -0.21
F -1.2200 -0.3581 -0.0602 1.12 1.16 0.06
F -0.1175 1.3820 -1.1954 -0.35 -0.72 -0.09
B 4.2772 1.6912 0.7455 1.30 0.59 0.71
F 2.8324 1.9177 0.6236 -0.84 0.34 0.20
F 4.4928 0.3546 0.4668 -0.01 0.42 -0.11
F 4.8369 2.5746 -0.2151 -0.10 -0.48 0.52
F 4.6798 2.0653 2.0310 -0.49 -0.37 -0.87
C -5.7269 -3.6415 -1.2335 0.22 0.26 -0.22
C -6.2434 -2.8397 -2.2514 -0.22 0.48 0.38
C -5.9412 -1.4802 -2.3152 -0.27 -0.19 0.17
C -5.1716 -0.9291 -1.3171 0.95 -1.77 0.78
C -4.5568 -1.7241 -0.3325 0.05 -0.16 -0.87
C -4.7868 -3.1002 -0.3390 -0.16 0.53 -0.09
N -4.8806 0.4850 -1.2935 -2.76 -3.03 -2.18
O -4.2951 0.9387 -0.4310 4.41 2.27 5.87
O -5.3829 1.1348 -2.1352 -1.87 2.25 -3.95
H -6.0581 -4.6726 -1.1641 0.32 0.03 -0.02
H -6.9712 -3.1754 -2.9782 0.17 -0.48 0.08
H -6.3654 -0.8673 -3.0937 0.04 0.12 -0.01
H -3.8212 -1.2781 0.3302 -0.23 -0.03 0.02
H -4.1919 -3.6953 0.3489 -0.46 -0.17 -0.02
C -3.5047 4.3194 -4.9761 -0.60 -0.02 -0.95
C -2.2872 4.9078 -5.3202 0.99 -0.95 0.26
C -1.2453 4.8921 -4.3971 0.09 0.40 -0.38
C -1.5075 4.5020 -3.1040 -1.16 -0.49 -0.30
C -2.7310 3.9478 -2.7606 -0.29 0.21 0.60
C -3.7401 3.8241 -3.7170 1.00 0.15 1.50
N -0.4698 4.6173 -2.1253 -1.72 -2.25 0.79
O -0.5599 3.8482 -1.1435 0.36 0.41 0.32
O 0.4046 5.3705 -2.2917 2.43 1.84 -0.30
H -4.2895 4.1637 -5.7129 0.21 0.35 -0.08
H -1.9914 5.1784 -6.3252 -0.57 0.08 -0.11
H -0.2148 5.0924 -4.6707 -0.24 0.42 -0.09
H -2.9337 3.6784 -1.7261 0.14 -0.16 -0.25
H -4.6369 3.3583 -3.3342 -0.28 -0.01 -0.62
C -1.5197 -1.8771 4.4843 0.41 0.25 -0.54
C -2.2057 -3.0850 4.5433 0.17 -0.04 0.35
C -1.9601 -4.1001 3.6224 -1.14 0.37 0.22
C -1.0712 -3.8405 2.6031 0.17 0.91 0.86
C -0.3590 -2.6771 2.5579 0.39 1.54 -0.78
C -0.6249 -1.6326 3.4354 0.38 -0.99 1.06
N -0.8301 -4.7919 1.5693 1.22 0.36 0.27
O 0.1166 -4.6383 0.8285 0.21 0.11 -0.51
O -1.5667 -5.7209 1.5614 -1.58 -2.28 -0.63
H -1.6278 -1.1331 5.2675 -0.23 -0.06 -0.13
H -2.9066 -3.2241 5.3607 0.05 -0.22 -0.16
H -2.5528 -5.0054 3.6484 0.26 -0.05 -0.01
H 0.3670 -2.5434 1.7619 -0.14 -0.01 0.16
H 0.0200 -0.7642 3.4515 -0.23 0.19 -0.24
C 5.8616 1.2744 -4.6791 0.58 -0.53 -1.11
C 4.8917 1.7136 -5.5633 0.26 -0.09 -0.55
C 3.6650 2.0705 -5.1104 -1.18 0.03 -0.31
C 3.4265 1.9847 -3.7589 0.88 0.60 0.31
C 4.4281 1.6574 -2.8619 -1.13 -0.96 1.37
C 5.6018 1.1632 -3.3307 1.25 0.24 -0.68
N 2.1691 2.4048 -3.2364 0.14 -0.33 -1.36
O 2.1276 2.6238 -2.0506 0.02 0.68 1.88
O 1.2314 2.5236 -3.9739 -0.78 0.22 -0.33
H 6.8041 0.9790 -5.1291 0.07 -0.11 0.37
H 4.9985 1.7373 -6.6365 0.63 0.01 -0.04
H 2.9162 2.3814 -5.8256 -0.20 0.01 0.25
H 4.2919 1.6270 -1.7810 -0.32 0.19 -0.60
H 6.3454 0.7534 -2.6682 0.06 0.11 0.22
C 2.9108 -4.0317 2.1081 -0.18 0.20 -0.48
C 2.9523 -4.4660 3.4037 1.19 -0.21 1.69
C 3.2299 -3.5742 4.4641 -0.51 -1.22 -0.19
C 3.2918 -2.2373 4.1884 0.42 0.15 -0.08
C 3.1885 -1.7795 2.9095 0.16 0.47 -2.53
C 3.0109 -2.6721 1.8523 -0.52 0.03 0.38
N 3.6309 -1.2525 5.1956 -0.10 0.03 1.81
O 3.9600 -0.1498 4.7926 -0.02 -0.75 1.04
O 3.5368 -1.6109 6.3990 0.28 0.99 -2.08
H 2.8247 -4.7477 1.3022 -0.17 0.06 -0.04
H 2.9903 -5.5282 3.6333 -0.26 0.13 -0.09
H 3.4395 -3.9446 5.4597 -0.23 0.08 -0.02
H 3.3690 -0.7525 2.6004 -0.29 -0.03 0.60
H 2.8410 -2.3063 0.8490 0.38 0.17 -0.03
C -0.7465 -1.0873 -3.7300 -0.17 0.60 0.05
C -0.2707 -1.6007 -4.9266 0.03 -0.69 -0.39
C -0.9013 -2.6946 -5.5196 -1.11 0.70 0.41
C -1.9172 -3.3172 -4.7867 0.64 -0.37 -0.34
C -2.3090 -2.8958 -3.5394 -1.13 0.88 -0.41
C -1.8437 -1.6738 -3.1011 0.66 -0.38 0.64
N -2.5849 -4.4859 -5.3597 -1.56 -0.66 0.64
O -3.6349 -4.9005 -4.7973 2.24 0.71 -1.37
O -2.0660 -4.9662 -6.3485 -0.63 -0.20 0.31
H -0.3338 -0.1508 -3.3647 0.00 -0.19 0.16
H 0.5835 -1.2029 -5.4683 -0.25 0.43 0.24
H -0.8397 -2.8155 -6.5919 0.56 -0.75 0.14
H -3.1818 -3.3119 -3.0541 0.25 -0.42 0.01
H -2.3197 -1.3042 -2.2009 0.45 0.41 0.00
C 1.1975 4.1016 8.2568 0.86 -1.21 -0.40
C 0.7956 4.7720 7.0990 0.08 0.31 1.01
C 0.8409 4.1301 5.8925 0.01 -0.85 -1.11
C 1.2920 2.8098 5.8253 -0.63 0.75 0.29
C 1.7588 2.1443 6.9243 0.48 -0.32 0.26
C 1.7708 2.8105 8.1327 -0.70 0.80 0.74
N 1.1624 2.0488 4.5926 -0.23 1.75 -1.17
O 0.7613 2.6544 3.5928 0.25 -0.48 0.65
O 1.4697 0.8965 4.6200 -0.04 -1.24 -0.26
H 1.1127 4.5218 9.2527 0.07 0.24 -0.22
H 0.4675 5.8038 7.1549 -0.15 -0.13 0.00
H 0.4914 4.5750 4.9714 0.03 0.17 0.09
H 2.1108 1.1253 6.8142 0.06 0.11 0.14
H 2.1637 2.3010 9.0094 -0.15 0.13 -0.10
```
Forces are in eV/Å.